1.
Density functional theory data (ωB97M-V with the def2-TZVPD basis set) for C3H6N2O in the gas phase in a non-equilibrium geometry.

Positions of all 12 atoms, in Å:
C 0.60165 2.01235 -0.74936
C 0.42732 0.75934 0.08375
C -1.14418 -2.28385 0.43369
H 1.56078 2.49533 -0.54795
H 0.54276 1.77732 -1.85380
H -0.20321 2.79681 -0.46242
H 1.15690 0.58403 0.85079
H 0.66038 -1.41264 1.09089
H -2.00365 -1.93950 -0.25045
N -0.33900 -0.18609 -0.24670
N -0.24909 -1.25273 0.62644
O -1.01066 -3.35039 1.02512

Forces on the atoms, in the same order (eV/Å):
-1.4 0.7 -0.3
0.9 0.8 -1.6
0.2 -0.5 0.9
-0.1 -0.2 0.0
-0.1 0.3 1.3
1.2 -1.3 -0.6
0.3 0.2 0.9
-0.9 -0.1 -0.2
1.1 -0.8 0.8
-0.3 0.2 0.7
-0.1 -0.6 -0.7
-0.6 1.3 -1.1

Energy above the lowest of the compared OMol25 structures with the same formula, charge and spin, kcal per mole: 47.3
Highest occupied orbital energy, eV: -9.43
HOMO-LUMO gap, eV: 10.34
Structure (SMILES): C/C=N/NC=O
E_tot, Ha: -302.61767
Spin multiplicity: 1

In the natural (NBO) picture, each atom carries the following charge in e: -0.67 0.08 0.52 0.22 0.24 0.23 0.15 0.38 0.14 -0.23 -0.48 -0.59

=====

2.
Density functional theory data (ωB97M-V with the def2-TZVPD basis set) for C3H6N2O in the gas phase in a non-equilibrium geometry.

Positions of all 12 atoms, in Å:
C -0.86423 0.60989 0.27723
C -0.25762 -1.31981 -1.07445
C 0.60781 -2.17797 -1.60305
H 0.92014 2.33312 1.92292
H -1.87380 0.51517 -0.08454
H 1.00830 -0.13890 0.07059
H -1.30918 -1.38264 -1.29579
H 1.68448 -2.13738 -1.37513
H 0.30010 -2.93579 -2.31120
N -0.59375 1.58726 1.06323
N 0.03052 -0.32425 -0.16813
O 0.78710 1.52908 1.40113

Forces on the atoms, in the same order (eV/Å):
0.4 0.2 0.2
-0.2 -0.4 -0.1
0.8 0.0 0.0
-0.1 -0.3 -0.2
-0.3 0.1 0.1
-0.6 -0.2 -0.1
-0.3 -0.1 -0.2
-0.6 0.0 -0.1
-0.1 0.1 0.1
0.1 -0.4 -0.3
1.1 0.6 0.4
-0.1 0.3 0.1

Energy above the lowest of the compared OMol25 structures with the same formula, charge and spin, kcal per mole: 65.4
Highest occupied orbital energy, eV: -8.28
HOMO-LUMO gap, eV: 9.32
Structure (SMILES): C=CN/C=N\O
E_tot, Ha: -302.58888
Spin multiplicity: 1

In the natural (NBO) picture, each atom carries the following charge in e: 0.21 0.01 -0.49 0.48 0.19 0.42 0.19 0.20 0.21 -0.20 -0.61 -0.62

=====

3.
Density functional theory data (ωB97M-V with the def2-TZVPD basis set) for C3H6N2O in the gas phase.

Positions of all 12 atoms, in Å:
C -0.84712 0.42291 0.82396
C -0.44337 0.19937 -0.62000
N -0.92545 0.77472 -1.64451
N 0.60731 -0.71341 -0.80312
C 1.45660 -0.92975 0.28427
O 2.63265 -0.67293 0.28686
H -1.49366 1.29664 0.88087
H 0.00519 0.60652 1.48843
H -1.37829 -0.45065 1.21696
H -1.64077 1.44585 -1.37099
H 1.08710 -0.60134 -1.69134
H 0.93981 -1.37793 1.14861

Forces on the atoms, in the same order (eV/Å):
-0.2 0.1 0.0
-0.1 0.1 0.0
0.1 -0.1 0.4
0.1 0.2 0.0
0.4 0.0 0.1
-0.2 -0.5 -0.2
-0.1 -0.1 0.0
-0.1 0.0 -0.3
0.0 0.1 -0.1
0.0 -0.1 -0.1
-0.1 0.1 0.1
0.1 0.1 0.0

Energy above the lowest of the compared OMol25 structures with the same formula, charge and spin, kcal per mole: 21.0
Highest occupied orbital energy, eV: -9.97
HOMO-LUMO gap, eV: 10.80
Structure (SMILES): [H]/N=C(\C)NC=O
E_tot, Ha: -302.65961
Spin multiplicity: 1

In the natural (NBO) picture, each atom carries the following charge in e: -0.70 0.45 -0.67 -0.66 0.54 -0.54 0.23 0.23 0.24 0.34 0.41 0.12

=====

4.
Density functional theory data (ωB97M-V with the def2-TZVPD basis set) for C3H6N2O in the gas phase in a non-equilibrium geometry.

Positions of all 12 atoms, in Å:
N -0.81492 -2.07601 0.40074
C -0.28332 -0.85682 0.10425
O 1.02191 -0.62289 0.13869
N -1.08755 0.09295 -0.24302
C -0.40989 1.36325 -0.01113
C 0.89932 0.96388 -0.59731
H -1.81406 -2.04703 0.54943
H -0.28932 -2.80622 0.84457
H -0.98659 2.16345 -0.50067
H -0.31684 1.62067 1.05881
H 0.81871 0.95051 -1.70119
H 1.85682 1.23287 -0.20653

Forces on the atoms, in the same order (eV/Å):
0.2 -0.1 0.0
-1.0 0.4 -0.4
-0.6 2.0 -1.5
-1.3 -0.2 1.0
0.2 -0.4 -0.1
0.7 -1.4 0.7
0.3 -0.1 0.0
0.2 0.1 -0.1
0.7 -0.2 -0.1
-0.1 -0.2 -0.2
0.4 -0.8 0.7
0.4 0.9 0.0

Energy above the lowest of the compared OMol25 structures with the same formula, charge and spin, kcal per mole: 49.6
Highest occupied orbital energy, eV: -8.46
HOMO-LUMO gap, eV: 9.48
Structure (SMILES): NC1=NCCO1
E_tot, Ha: -302.61402
Spin multiplicity: 1

In the natural (NBO) picture, each atom carries the following charge in e: -0.81 0.69 -0.55 -0.62 -0.30 -0.03 0.41 0.40 0.22 0.18 0.21 0.20

=====

5.
Density functional theory data (ωB97M-V with the def2-TZVPD basis set) for C3H6N2O in the gas phase in a non-equilibrium geometry.

Positions of all 12 atoms, in Å:
C 1.34978 -0.03610 -0.38845
C 0.52920 1.11448 0.36371
C -1.37854 -0.14018 -0.15769
H 1.16987 0.04443 -1.39650
H 2.29992 0.16846 -0.04643
H 1.18564 1.97503 0.06513
H 0.85345 0.79782 1.55320
H -2.64465 -0.12360 -0.02828
H 0.97723 -1.93959 0.02410
N -0.68065 -1.16641 0.15940
N 0.61608 -1.06684 0.15464
O -0.79901 1.13512 -0.15937

Forces on the atoms, in the same order (eV/Å):
-4.0 3.0 2.3
3.5 -0.4 0.2
-2.5 0.3 2.0
0.2 0.5 -2.8
2.4 -0.7 0.5
-1.8 0.3 0.6
-2.0 1.3 -3.0
4.1 -0.1 -0.6
1.2 -2.8 -0.1
-3.7 0.9 -1.3
2.3 -2.4 1.4
0.4 0.1 0.7

Energy above the lowest of the compared OMol25 structures with the same formula, charge and spin, kcal per mole: 109.0
Highest occupied orbital energy, eV: -8.18
HOMO-LUMO gap, eV: 9.17
Structure (SMILES): C1=NNCCO1
E_tot, Ha: -302.51934
Spin multiplicity: 1

In the natural (NBO) picture, each atom carries the following charge in e: -0.27 -0.08 0.25 0.18 0.21 0.20 0.19 0.20 0.36 -0.28 -0.42 -0.52

=====

6.
Density functional theory data (ωB97M-V with the def2-TZVPD basis set) for a molecular structure, C3H6N2O in a non-equilibrium geometry.

Positions of all 12 atoms, in Å:
C -0.52604 0.03041 -0.17371
N -0.37782 1.33012 -0.75256
C 1.01134 -1.25787 -0.06410
C 0.70627 -0.28264 0.99032
O -1.82818 -0.18006 0.19663
N 0.03523 -1.10875 -0.89068
H -2.22863 0.68186 0.36847
H -0.88214 1.36060 -1.63511
H 0.59501 1.54448 -0.93003
H 1.85654 -1.91599 -0.20807
H 0.18976 -0.67531 1.86114
H 1.44867 0.47316 1.23771

Forces on the atoms, in the same order (eV/Å):
1.9 0.4 2.2
-0.2 -0.1 -0.2
-0.6 -0.1 -0.9
-1.9 1.0 -0.8
-0.2 -0.1 -0.1
0.7 -0.7 -0.4
0.1 0.0 0.0
0.1 0.0 0.0
0.0 0.0 0.0
0.0 -0.3 0.0
0.3 -0.1 0.2
-0.1 0.1 0.1

Energy above the lowest of the compared OMol25 structures with the same formula, charge and spin, kcal per mole: 52.5
Highest occupied orbital energy, eV: -9.32
HOMO-LUMO gap, eV: 10.27
E_tot, Ha: -302.60940
Spin multiplicity: 1

In the natural (NBO) picture, each atom carries the following charge in e: 0.55 -0.86 0.11 -0.54 -0.70 -0.42 0.49 0.37 0.37 0.19 0.23 0.21

=====

7.
Density functional theory data (ωB97M-V with the def2-TZVPD basis set) for C3H6N2O in the gas phase in a non-equilibrium geometry.

Positions of all 12 atoms, in Å:
C 0.38475 1.12093 -0.14198
C -0.08940 -1.37679 -0.24887
C -0.90762 1.57124 0.54684
N 0.52184 -0.09376 -0.57573
N 1.92046 -0.09173 -0.78103
O 2.40082 -1.05858 -0.35176
H -0.55298 -1.83613 -1.11514
H -0.88842 -1.24948 0.49731
H 0.75807 -2.11083 0.07008
H -1.29203 2.37146 -0.09202
H -1.58511 0.66685 0.69156
H -0.67038 2.08682 1.50075

Forces on the atoms, in the same order (eV/Å):
-1.8 1.9 0.5
0.3 -1.5 0.4
0.8 -1.8 0.0
-1.1 0.5 0.9
1.0 0.3 -1.4
2.3 -1.7 0.6
0.0 0.2 -0.3
0.6 -0.1 -0.1
-1.8 1.5 -0.2
-0.3 -0.4 0.0
0.1 1.6 0.0
0.0 -0.5 -0.5

Energy above the lowest of the compared OMol25 structures with the same formula, charge and spin, kcal per mole: 145.9
Highest occupied orbital energy (spin up / spin down), eV: -8.29 / -8.29
HOMO-LUMO gap (spin up / spin down), eV: 8.73 / 8.73
E_tot, Ha: -302.46061
Spin multiplicity: 1

In the natural (NBO) picture, each atom carries the following charge in e: 0.19 -0.50 -0.74 -0.33 0.31 -0.32 0.22 0.22 0.26 0.26 0.18 0.25

=====

8.
Density functional theory data (ωB97M-V with the def2-TZVPD basis set) for C3H6N2O in the gas phase.

Positions of all 12 atoms, in Å:
C 1.03117 -0.36087 0.96575
N 0.09408 0.28296 0.05946
C -1.17030 -0.33213 -0.07778
N -1.46962 -0.97787 -1.12303
C 0.53562 1.23781 -0.82248
O 1.65124 1.71242 -0.81368
H 1.95287 0.22155 0.96807
H 1.24467 -1.37660 0.61342
H 0.62434 -0.41052 1.98113
H -1.82547 -0.21076 0.79692
H -2.41682 -1.34778 -1.02517
H -0.25180 1.56181 -1.52261

Forces on the atoms, in the same order (eV/Å):
0.1 0.0 0.1
0.1 0.1 -0.1
0.0 -0.1 -0.2
-0.1 0.3 0.4
0.1 0.0 0.0
-0.4 -0.2 0.0
-0.1 -0.1 0.0
0.0 0.1 0.1
0.0 0.0 -0.1
0.2 -0.2 -0.1
0.1 0.1 -0.1
0.1 -0.1 0.1

Energy above the lowest of the compared OMol25 structures with the same formula, charge and spin, kcal per mole: 28.6
Highest occupied orbital energy, eV: -9.87
HOMO-LUMO gap, eV: 10.65
Structure (SMILES): [H]/N=C/N(C)C=O
E_tot, Ha: -302.64753
Spin multiplicity: 1

In the natural (NBO) picture, each atom carries the following charge in e: -0.42 -0.49 0.28 -0.59 0.54 -0.60 0.25 0.20 0.20 0.16 0.34 0.13

=====

9.
Density functional theory data (ωB97M-V with the def2-TZVPD basis set) for a molecular structure, C3H6N2O in a non-equilibrium geometry.

Positions of all 12 atoms, in Å:
C 0.49590 0.34940 0.60983
C 0.74807 -1.50827 -0.00187
N 1.44218 -0.34416 -0.12386
C -0.79070 0.77767 0.04981
O -1.50899 1.43514 1.00099
N -1.29038 0.66526 -1.11665
H -2.33354 1.70863 0.57250
H 2.04844 -0.03053 -0.87089
H 0.79855 0.83344 1.53320
H -0.68765 0.14788 -1.75008
H 0.35962 -2.04287 -0.86563
H 0.71852 -1.99159 0.96264

Forces on the atoms, in the same order (eV/Å):
-0.3 -0.9 -0.3
-0.4 1.1 0.6
0.9 0.0 -0.3
-0.3 -0.1 -0.2
0.1 0.0 -0.1
0.1 0.1 0.2
0.1 0.0 0.0
-0.2 -0.1 0.1
-0.1 -0.1 0.1
0.1 0.1 0.1
-0.3 0.1 0.0
0.3 -0.1 0.0

Energy above the lowest of the compared OMol25 structures with the same formula, charge and spin, kcal per mole: 88.2
Highest occupied orbital energy, eV: -8.40
HOMO-LUMO gap, eV: 8.61
E_tot, Ha: -302.55248
Spin multiplicity: 1

In the natural (NBO) picture, each atom carries the following charge in e: -0.14 -0.09 -0.62 0.51 -0.68 -0.77 0.49 0.39 0.20 0.34 0.18 0.19

=====

10.
Density functional theory data (ωB97M-V with the def2-TZVPD basis set) for C3H6N2O in the gas phase.

Positions of all 12 atoms, in Å:
N 1.70088 0.38864 -0.48119
C 0.67945 0.14643 0.34378
O 0.82902 -0.16293 1.56148
C -0.69522 0.28552 -0.14846
C -1.18123 -0.31704 -1.23490
N -0.50166 -0.85244 1.87355
H 2.66921 0.28088 -0.21913
H 1.46558 0.64101 -1.42875
H -1.24038 1.05472 0.39337
H -0.68379 -1.18156 -1.66704
H -2.18155 -0.08247 -1.57639
H -0.86030 -0.20077 2.58367

Forces on the atoms, in the same order (eV/Å):
-0.1 -0.2 0.1
0.0 0.0 -0.1
0.1 0.2 -0.4
-0.1 0.1 -0.4
0.0 0.0 0.1
-0.1 0.1 0.5
-0.2 -0.1 0.1
0.1 0.0 0.1
0.0 -0.2 -0.1
0.0 0.3 -0.1
0.1 -0.1 0.0
0.2 -0.1 0.2

Energy above the lowest of the compared OMol25 structures with the same formula, charge and spin, kcal per mole: 119.3
Highest occupied orbital energy (spin up / spin down), eV: -7.14 / -7.14
HOMO-LUMO gap (spin up / spin down), eV: 7.79 / 7.79
E_tot, Ha: -302.50294
Spin multiplicity: 1

In the natural (NBO) picture, each atom carries the following charge in e: -0.76 0.66 -0.36 -0.25 -0.45 -0.61 0.42 0.42 0.24 0.20 0.21 0.28

=====

11.
Density functional theory data (ωB97M-V with the def2-TZVPD basis set) for 2 unconnected molecules or ions with the total composition C3H6N2O in a non-equilibrium geometry.

Positions of all 12 atoms, in Å:
C -0.75149 1.03632 0.19982
C -1.71508 0.29562 -0.46169
N -1.25704 -0.98281 -0.39874
C -0.19717 -1.05209 0.44739
N 0.25655 0.19431 0.73520
H -0.80556 2.06295 0.12504
H -2.65608 0.40999 -0.96297
H -1.57932 -1.83694 -0.95652
H 0.47373 -1.87811 0.41890
H 1.97722 0.25261 0.24920
H 3.11403 -0.02345 -0.87664
O 2.80774 0.60667 -0.18317

Forces on the atoms, in the same order (eV/Å):
-0.3 -2.8 -0.3
1.1 -0.6 0.1
-0.6 -3.3 0.0
1.3 2.7 -1.7
-2.9 -0.5 -0.5
0.6 2.1 0.7
0.0 0.9 -0.1
0.3 2.0 1.4
0.1 -0.7 0.5
1.0 0.5 -0.7
-0.6 0.7 1.0
-0.1 -0.9 -0.4

Energy above the lowest of the compared OMol25 structures with the same formula, charge and spin, kcal per mole: 36.0
Highest occupied orbital energy, eV: -9.33
HOMO-LUMO gap, eV: 9.92
Structure (SMILES): c1c[nH]cn1.O
E_tot, Ha: -302.63568
Spin multiplicity: 1

In the natural (NBO) picture, each atom carries the following charge in e: -0.08 -0.10 -0.52 0.15 -0.48 0.21 0.22 0.43 0.20 0.49 0.46 -0.98

=====

12.
Density functional theory data (ωB97M-V with the def2-TZVPD basis set) for C3H6N2O in the gas phase.

Positions of all 12 atoms, in Å:
N -1.59779 -0.75105 0.34198
C -0.70423 -0.04697 -0.55512
C 0.57093 0.57777 0.13739
O 0.87840 -0.04885 1.36378
C 1.71466 0.50895 -0.79757
N 2.55835 0.38642 -1.57431
H -1.07166 -1.17193 1.10334
H -2.27215 -0.12112 0.76508
H -0.35600 -0.72019 -1.35108
H -1.25862 0.76052 -1.04012
H 0.40505 1.63514 0.36546
H 1.14539 -0.95888 1.18912

Forces on the atoms, in the same order (eV/Å):
0.0 0.2 0.2
0.3 0.1 -0.1
-0.3 0.0 -0.2
0.1 0.0 0.0
0.3 -0.1 -0.5
-0.5 0.1 0.5
-0.2 0.0 -0.1
0.2 -0.1 0.0
-0.1 0.1 0.2
0.1 -0.1 -0.1
-0.1 -0.2 0.1
0.1 0.0 0.0

Energy above the lowest of the compared OMol25 structures with the same formula, charge and spin, kcal per mole: 37.7
Highest occupied orbital energy, eV: -9.94
HOMO-LUMO gap, eV: 10.49
Structure (SMILES): N#C[C@H](O)CN
E_tot, Ha: -302.63305
Spin multiplicity: 1

In the natural (NBO) picture, each atom carries the following charge in e: -0.82 -0.23 -0.02 -0.68 0.24 -0.30 0.36 0.36 0.19 0.21 0.22 0.47

=====

- spin multiplicity of number 8 (C3H6N2O)?
  1